1.
This record from the Open Molecules 2025 dataset describes an isolated molecule of C5H4O3 in a non-equilibrium geometry. The level of theory is the ωB97M-V functional and the def2-TZVPD basis.

Last column: Löwdin charge in e.
Cartesian coordinates (Å):
C1 -1.870 -0.031 -0.029  -0.522
C2 0.176 -1.516 -0.005  -0.080
C3 1.231 -0.698 0.007  -0.078
C4 1.145 0.748 -0.031  -0.077
C5 0.056 1.527 -0.039  -0.097
H1 0.205 -2.601 0.038  0.127
H2 2.230 -1.136 0.118  0.114
H3 2.120 1.214 -0.007  0.103
H4 0.168 2.578 0.056  0.117
O1 -3.040 -0.071 0.048  0.207
O2 -1.168 -1.188 -0.110  0.085
O3 -1.250 1.175 -0.047  0.101

Results
E_HOMO in eV: -8.8
Energy relative to the best compared isomer or geometry (same formula, charge and spin) in kJ/mol: 174.8
Net charge: 0
E_tot in hartree: -418.59524
M in g mol⁻¹: 112.08
Structure (SMILES): O=C1OC=CC=CO1

2.
This record from the Open Molecules 2025 dataset describes a structure of composition C5H4O7Tl in a non-equilibrium geometry. The level of theory is the ωB97M-V functional and the def2-TZVPD basis.

Last column: Löwdin charge in e.
Cartesian coordinates (Å):
O1 -0.037 -1.951 -1.146  -0.094
C1 1.218 -1.897 -0.913  -0.521
O2 1.983 -2.841 -0.807  0.195
O3 -2.173 0.930 -1.963  0.105
O4 -2.526 3.193 -1.641  0.353
C2 -2.459 2.069 -1.903  -0.241
Tl1 -1.448 -0.682 -0.931  1.480
O5 -1.454 0.325 0.691  -0.302
C3 -0.525 0.525 1.693  -0.259
C4 0.833 -0.099 1.408  -0.075
O6 1.580 0.304 0.162  0.047
C5 1.820 -0.468 -0.877  -0.429
H1 -0.375 1.599 1.917  0.149
H2 -0.868 0.067 2.643  0.148
H3 0.692 -1.188 1.344  0.129
H4 1.520 0.098 2.241  0.151
O7 2.220 0.015 -1.918  0.165

Results
E_HOMO in eV: -13.6
Energy relative to the best compared isomer or geometry (same formula, charge and spin) in kJ/mol: 0.0
Net charge: +1
E_tot in hartree: -891.65392
M in g mol⁻¹: 380.46